No. 1
14
Properties=species:S:1:pos:R:3:forces:R:3:lowdin_charge:R:1 method="wB97M-V/def2-TZVPD" spin_multiplicity=1 gap_ev=9.629 e_tot_ev=-25694.1485 homo_energy_ev=-9.4
C -1.551407 -2.892641 0.023917 0.52 1.94 -1.29 0.0369
C -1.142244 -1.861193 -0.475368 0.80 -0.14 0.26 -0.2521
C 2.200096 -0.467703 -0.613719 -3.37 0.19 -1.34 -0.1679
C 2.986142 0.423195 -0.067001 0.70 -0.24 -0.50 -0.6767
C -0.814324 0.746431 0.818536 -1.19 -0.75 0.53 -0.2972
Si -0.274556 -0.209689 -0.741192 1.95 -0.21 1.94 0.6907
Cl 4.726668 0.136320 0.103516 -0.32 0.07 -0.15 0.5285
H -2.036204 -3.772167 0.284875 -0.40 -1.04 0.52 0.0044
H 2.600369 -1.252817 -1.243338 -0.10 -0.55 0.66 0.0188
H 2.757935 1.438571 0.124228 -0.43 0.61 0.91 0.0313
H -1.897334 0.318272 0.987444 1.92 0.90 -0.23 0.0481
H -0.199197 0.387833 1.728390 -0.95 1.15 -1.37 0.0501
H -0.937851 1.868742 0.621622 0.60 -1.61 0.69 0.0358
H -0.825784 0.604346 -1.823888 0.25 -0.32 -0.63 -0.0508

---

No. 2
16
Properties=species:S:1:pos:R:3:forces:R:3:lowdin_charge:R:1 method="wB97M-V/def2-TZVPD" spin_multiplicity=5 gap_ev="7.763 / 8.574" total_charge=+1 e_tot_ev=-39853.1465 homo_energy_ev="-13.8 / -14.4"
C -1.316299 0.606545 1.004045 -0.09 -0.53 -3.07 -0.0602
H -1.670561 -1.375448 0.515422 0.19 0.25 -0.91 0.0959
H -1.685338 1.633722 0.883706 0.09 -0.27 -0.05 0.1340
C -1.763326 -0.376587 0.021017 -1.01 0.92 4.87 -0.1901
H -2.799461 -0.200320 -0.318436 0.32 0.14 -0.11 0.0779
C 0.672318 1.341833 2.346516 -1.45 -1.10 -0.96 0.1300
C -0.303997 0.426767 2.001751 1.10 0.68 1.74 -0.1468
O 0.773573 0.434424 -2.730405 -1.96 0.06 -0.13 -0.0678
C 1.583845 -0.547590 -2.740309 4.01 0.63 -0.46 -0.7268
O 2.711764 -0.649411 -3.167019 -1.93 -0.20 0.41 0.1572
O 1.036295 -1.548772 -1.929292 -1.23 -0.63 0.42 0.0003
H 1.348175 1.155198 3.182058 -0.18 -0.07 -0.34 0.0871
H 0.861775 2.221110 1.725152 -0.19 -0.11 0.36 0.0874
H -0.397220 -0.465939 2.633645 0.20 0.08 -0.45 0.1251
H 1.666266 -2.231350 -1.670804 0.12 -0.14 -0.14 0.1551
Cr -0.717810 -0.424181 -1.757047 2.00 0.28 -1.18 1.1417

---

No. 3
13
Properties=species:S:1:pos:R:3:forces:R:3:lowdin_charge:R:1 method="wB97M-V/def2-TZVPD" spin_multiplicity=1 gap_ev=9.971 smiles="C=C(C)C(=C)F" e_tot_ev=-8014.1265 homo_energy_ev=-9.1
C 0.226665 -1.977921 -0.045955 -0.72 1.14 -0.23 0.0855
C 0.218226 -0.641762 -0.077702 0.33 -0.19 1.69 -0.2618
C -1.012136 0.183569 0.249918 -0.33 -1.19 -4.40 -0.0613
C 1.475068 0.166612 -0.084095 0.11 0.09 -0.94 -0.3001
C 1.536401 1.490008 -0.174695 -0.66 -1.73 0.53 0.1054
F 2.657888 -0.505928 -0.139692 -0.65 -0.27 -0.10 0.0398
H -0.606238 -2.615227 0.075967 -1.56 0.15 0.15 0.0556
H 1.023330 -2.620789 -0.170142 2.40 -0.49 -0.32 0.0401
H -0.928751 0.699922 1.109222 0.48 1.99 2.83 0.0443
H -1.935579 -0.336827 0.263048 -0.57 -1.43 0.49 0.0673
H -1.282927 0.826929 -0.611637 0.74 0.40 0.51 0.1003
H 2.388895 2.047851 -0.297607 2.24 0.71 -0.17 0.0457
H 0.701458 2.071353 0.006890 -1.82 0.80 -0.05 0.0391

---

No. 4
13
Properties=species:S:1:pos:R:3:forces:R:3:lowdin_charge:R:1 method="wB97M-V/def2-TZVPD" spin_multiplicity=1 gap_ev=11.058 smiles=C#CCCCF e_tot_ev=-8013.4054 homo_energy_ev=-10.1
C 2.286275 1.039060 -0.461782 -3.50 -2.16 -0.43 0.1195
C 1.378543 0.210238 -0.664695 3.71 3.00 0.19 -0.1468
C 0.322375 -0.755118 -0.847614 -1.48 0.20 -1.16 -0.2201
C -1.026988 -0.235095 -0.306249 1.16 0.25 0.24 -0.1849
C -0.809175 0.078201 1.115762 -1.09 -0.85 2.64 -0.2352
F -1.822557 0.951752 1.570275 -0.03 -0.35 -0.03 -0.0824
H 2.778144 1.954966 -0.182455 0.20 -0.54 -0.23 0.0287
H 0.535265 -1.637722 -0.319109 0.56 -1.32 0.82 0.0981
H 0.117638 -1.095084 -1.876941 0.65 0.46 0.12 0.1271
H -1.255635 0.743343 -0.740594 -0.53 -0.56 -0.52 0.1334
H -1.742683 -1.037757 -0.342346 -0.71 0.14 -0.76 0.1147
H 0.089346 0.640326 1.238242 0.78 0.09 0.36 0.0893
H -0.850548 -0.857110 1.817508 0.28 1.63 -1.25 0.1586

---

No. 5
16
Properties=species:S:1:pos:R:3:forces:R:3:lowdin_charge:R:1 method="wB97M-V/def2-TZVPD" spin_multiplicity=1 gap_ev="8.617 / 8.626" total_charge=+1 e_tot_ev=-13699.7544 homo_energy_ev="-14.1 / -14.1"
C -1.176389 -0.523367 -0.890005 -0.68 1.32 -1.98 -0.0676
C -0.528181 0.630368 -0.684223 -0.87 1.20 -2.98 -0.0546
C 0.188895 -2.178229 0.227399 2.21 2.45 0.00 -0.0267
C -0.831437 -1.861961 -0.502992 -3.03 -1.98 0.70 -0.0665
C 1.350157 2.034762 -0.010051 0.89 1.63 -2.31 -0.0027
N 1.486404 -0.139489 0.294669 -1.86 -3.67 -0.26 0.2927
N 0.780548 0.738517 -0.180675 0.71 -0.76 1.51 -0.2470
F 0.841828 -3.027237 0.870163 -0.27 0.22 -0.24 0.2654
F -0.764959 -0.484041 2.110311 -0.60 -0.22 0.31 -0.0535
H -2.026657 -0.402736 -1.637938 0.91 -0.40 1.50 0.1563
H -0.835164 1.558407 -1.333929 0.48 -1.84 1.86 0.1770
H -1.752338 -2.628789 -0.552673 2.41 1.29 -0.13 0.2050
H -1.598967 -0.837239 2.352834 0.51 0.34 0.04 0.1245
H 2.332478 2.134015 -0.400565 1.14 -1.02 -1.14 0.1052
H 0.880889 2.773586 -0.619035 -1.13 0.74 0.47 0.1015
H 1.652891 2.213434 0.956710 -0.81 0.72 2.64 0.0911

---

No. 6
17
Properties=species:S:1:pos:R:3:forces:R:3:lowdin_charge:R:1 method="wB97M-V/def2-TZVPD" spin_multiplicity=1 gap_ev=10.461 smiles=C[C@@H](C#N)[C@H](N)C(F)(F)F e_tot_ev=-16429.8726 homo_energy_ev=-9.8
C 1.208507 0.385895 0.613344 -0.07 -1.78 -0.74 -0.0810
C -0.181435 1.022127 0.428578 -0.54 -3.37 -2.56 -0.2119
C -0.088801 2.235523 -0.348814 -0.34 -1.15 1.93 -0.2524
N 0.005370 3.223999 -0.894903 0.15 1.68 -1.18 0.1795
C -1.327637 -0.091575 -0.516325 2.76 2.94 0.57 -0.1503
N -1.079578 -1.414246 -0.092236 -0.01 -1.10 -0.49 0.0682
C -0.997664 0.057247 -2.042527 0.62 1.38 3.79 -0.7546
F -1.677597 1.042865 -2.533678 -1.20 1.90 -1.01 0.1858
F 0.276592 0.259208 -2.349106 1.08 0.09 0.01 0.1607
F -1.361670 -1.017172 -2.592718 -1.24 -3.78 -2.73 0.2041
H 1.557623 0.152368 -0.403801 0.30 0.07 0.49 0.0745
H 1.360861 -0.562295 1.227933 -1.16 1.13 -0.80 0.0994
H 1.882405 1.063316 1.069339 0.62 1.06 0.26 0.0582
H -0.696041 1.025399 1.338055 -0.88 0.92 1.30 0.1005
H -2.285557 0.447910 -0.367375 0.24 -0.94 0.13 0.1487
H -1.746993 -1.826487 0.506915 -0.88 0.32 1.44 0.0752
H -1.127453 -2.118733 -0.826928 0.52 0.64 -0.41 0.0955

---

No. 7
19
Properties=species:S:1:pos:R:3:forces:R:3:lowdin_charge:R:1 method="wB97M-V/def2-TZVPD" spin_multiplicity=1 gap_ev=8.455 smiles="Cn1c(C(F)(F)F)[n+](C)[nH]c1=S" total_charge=+1 e_tot_ev=-28747.7718 homo_energy_ev=-13.1
C -0.795777 -2.351113 -0.205493 -0.01 1.19 -0.23 -0.0058
N -0.592364 -0.905193 0.017228 -0.72 1.17 -0.71 -0.0189
C 0.471267 -0.078714 -0.033596 0.29 -0.43 0.28 0.0514
C 2.054192 -0.673891 -0.051618 -0.26 2.63 -1.97 -0.5006
F 2.068011 -1.882526 0.358075 -0.34 -1.06 1.40 0.2436
F 2.548450 -0.720526 -1.318965 -1.01 0.71 0.92 0.1589
F 2.854342 0.152268 0.655124 -1.09 -0.84 -0.28 0.1706
N 0.017130 1.194178 -0.000550 -1.40 -2.26 0.24 -0.0350
C 0.559020 2.494141 0.151461 -3.62 3.10 -2.10 0.0220
N -1.396814 1.118638 -0.029479 0.89 1.01 0.18 0.1328
C -1.822111 -0.135327 0.059073 0.25 -2.35 0.43 -0.7786
S -3.263379 -0.875403 0.234918 -0.15 1.25 -0.03 0.8035
H -0.025289 -2.598042 -0.868139 0.80 -1.06 -1.15 0.0845
H -0.667641 -2.814248 0.719969 0.17 -1.05 1.43 0.0920
H -1.836365 -2.514809 -0.550686 0.97 0.21 -0.07 0.0498
H -0.005458 3.112134 0.882245 0.12 -0.97 0.15 0.1218
H 0.298385 3.121445 -0.797851 1.34 -1.30 1.24 0.1589
H 1.508396 2.463221 0.489205 3.33 -0.02 0.44 0.0617
H -1.974002 1.893773 0.289076 0.45 0.07 -0.17 0.1875

---

No. 8
15
Properties=species:S:1:pos:R:3:forces:R:3:lowdin_charge:R:1 method="wB97M-V/def2-TZVPD" spin_multiplicity=1 gap_ev=7.786 e_tot_ev=-20894.2433 homo_energy_ev=-8.1
C 1.244469 -1.553939 1.198243 -4.30 -0.58 0.52 -0.0767
C 0.201273 -0.599704 0.367102 0.95 1.52 -0.86 -0.3081
C -1.257926 -0.602313 0.410051 -0.34 -1.21 3.16 -0.5736
C 0.576062 0.353797 -0.565289 -1.92 -2.66 1.55 -0.2709
C -0.252621 1.298208 -1.363129 1.46 2.69 1.33 -0.1988
H 0.440707 -2.725092 1.359575 3.02 3.59 -0.87 0.1219
H 1.242167 -1.153872 2.349171 0.54 -0.86 -3.07 0.1038
H 2.191587 -1.558571 0.566024 -1.12 -0.45 1.51 0.0574
H -1.807954 0.388646 0.201923 0.71 -2.26 -0.13 0.0867
H -0.502919 1.058754 -2.338815 -1.35 -1.78 -1.64 0.1174
H 0.334457 2.163314 -1.681721 1.18 -0.12 0.46 0.1368
H -0.978532 2.615583 -0.078618 -0.26 -1.15 -0.92 0.1438
O -1.296565 1.876354 -0.657988 -1.33 1.68 0.93 -0.0871
F 1.783981 0.345033 -0.992296 3.23 0.39 -0.95 0.1258
S -1.918186 -1.906198 1.225768 -0.48 1.20 -1.01 0.6218

---

No. 9
15
Properties=species:S:1:pos:R:3:forces:R:3:lowdin_charge:R:1 method="wB97M-V/def2-TZVPD" spin_multiplicity=1 gap_ev=8.291 e_tot_ev=-29683.8152 homo_energy_ev=-9.0
C -0.376988 1.661091 0.619336 0.10 2.86 -1.10 -0.1390
C -0.240728 0.696199 -0.523185 -1.85 -1.45 -3.40 -0.5987
S 0.996169 1.265430 -1.931224 -0.35 -0.88 2.88 0.6782
C -0.014319 -0.803654 -0.129308 -3.12 3.15 -1.33 -0.3391
C -1.036825 -1.869431 -0.153329 -0.13 0.26 -0.28 -0.6258
S -2.510320 -1.985174 -0.870625 1.45 0.38 0.70 0.6768
C 1.064641 -1.169719 0.453676 3.19 -4.45 3.50 -0.1416
F 2.242166 -0.543773 0.450189 -0.48 0.19 0.37 0.0395
H 0.597481 2.113050 0.910862 -0.56 -0.85 0.45 0.0820
H -0.991912 1.230220 1.375092 0.05 -0.39 1.04 0.0678
H -0.962009 2.619797 0.317373 0.85 -1.70 0.02 0.1107
H -1.264112 0.641518 -1.071663 1.68 0.23 0.75 0.0943
H 1.962842 1.027372 -0.959643 -0.35 0.50 -1.37 -0.1310
H -0.539824 -2.686705 0.382509 -0.97 -0.49 -0.19 0.0397
H 1.073738 -2.196221 1.129940 0.51 2.64 -2.05 0.1862

---

No. 10
15
Properties=species:S:1:pos:R:3:forces:R:3:lowdin_charge:R:1 method="wB97M-V/def2-TZVPD" spin_multiplicity=1 gap_ev=7.285 smiles="C[C@H](F)CC(=S)C=S" e_tot_ev=-29684.9271 homo_energy_ev=-8.9
C 0.453885 1.567390 0.530647 -0.33 1.05 -1.34 -0.0359
C 0.903363 0.772994 -0.681740 -0.03 -1.30 0.59 -0.3754
F 0.386253 1.311908 -1.841569 -0.30 0.18 -0.16 -0.0211
C 0.495575 -0.760527 -0.617679 1.69 0.46 0.31 -0.2182
C -0.932830 -1.101224 -0.340892 -0.46 0.05 -3.22 -0.8337
S -1.916469 -1.476986 -1.639670 0.60 0.44 1.79 0.7503
C -1.407700 -1.185424 1.027419 0.11 -0.58 0.70 -0.6852
S -0.632342 -2.111686 2.102549 -0.14 0.23 0.04 0.7530
H -0.638919 1.727603 0.466710 0.39 -0.36 0.24 0.0948
H 0.883260 2.588161 0.531744 0.01 -0.61 0.07 0.0903
H 0.740079 1.019905 1.400069 0.05 -0.16 0.83 0.0684
H 1.997152 0.754370 -0.831742 -0.34 0.17 0.34 0.1443
H 0.923862 -1.123280 -1.567257 -0.93 -0.27 0.23 0.1150
H 1.091289 -1.268125 0.173269 -0.13 0.60 -0.27 0.0947
H -2.346460 -0.715079 1.288142 -0.20 0.11 -0.15 0.0586

---

No. 11
17
Properties=species:S:1:pos:R:3:forces:R:3:lowdin_charge:R:1 method="wB97M-V/def2-TZVPD" spin_multiplicity=5 gap_ev="8.361 / 5.344" total_charge=+2 e_tot_ev=-39263.4753 homo_energy_ev="-17.5 / -16.0"
O 0.786830 1.542756 3.329749 -0.49 0.61 0.45 -0.1322
C -0.185700 1.444253 2.532830 -1.97 2.94 0.43 -0.6246
O 0.133581 0.239847 1.699796 -0.06 -0.49 -1.73 -0.1203
O -1.175973 2.069027 2.309898 1.34 -1.42 -0.05 0.2316
Ho 2.092283 -0.070840 3.152682 1.31 -0.92 0.31 1.7348
C -1.161837 -1.237646 0.407994 -0.88 1.45 -0.64 0.2352
C -0.596979 0.008305 0.580666 1.33 -1.93 1.02 -0.0632
H -1.055165 -1.988545 1.197763 0.27 -0.08 -0.49 0.1538
H -1.955536 -1.310417 -0.339606 0.45 -0.45 -0.10 0.1533
O 0.930025 -0.060502 -2.994177 -0.12 -0.60 1.05 -0.0077
C -0.001816 0.199976 -1.963859 -0.71 0.92 -0.84 -0.2512
C 0.377050 -0.643160 -0.753475 0.72 0.30 -0.28 -0.0195
H 0.857605 0.620324 -3.668051 -0.01 0.16 -0.17 0.1197
H -1.026781 -0.052869 -2.283112 0.19 0.08 0.11 0.1440
H 0.028809 1.270741 -1.699341 -0.19 -0.31 0.07 0.1454
H 1.387014 -0.361063 -0.416841 -0.46 0.07 0.56 0.1404
H 0.566589 -1.670187 -1.092914 -0.72 -0.33 0.30 0.1602

---

No. 12
15
Properties=species:S:1:pos:R:3:forces:R:3:lowdin_charge:R:1 method="wB97M-V/def2-TZVPD" spin_multiplicity=1 gap_ev=8.275 smiles="C[C@@H]1C=C[C@H](I)N1I" e_tot_ev=-22986.5983 homo_energy_ev=-8.4
C 0.949071 1.226054 -0.435325 2.21 -1.75 -0.03 -0.1231
C -0.059417 0.860799 0.611651 1.49 -2.53 -1.65 -0.5643
C 0.458656 -0.375120 1.332687 -1.41 -0.14 -2.97 -0.0203
C 0.057234 -1.508123 0.707624 1.46 0.60 2.55 -0.1769
C -0.902066 -1.265815 -0.344153 -2.47 2.52 -0.56 -0.6085
I -0.371853 -1.961424 -2.394182 0.02 0.51 0.88 0.6728
N -1.247782 0.475656 -0.018097 -1.27 -5.47 -0.01 -0.6017
I -2.061118 1.581949 -1.431298 -0.30 0.35 -0.80 0.8814
H 0.953532 0.537107 -1.329621 -0.62 0.60 0.97 0.0512
H 1.951556 0.977361 -0.009847 -0.27 1.33 -0.41 0.0949
H 0.723749 2.204498 -0.758381 0.66 1.31 -0.47 0.0237
H -0.284343 1.599533 1.269827 -0.34 2.60 2.03 0.1046
H 1.301175 -0.202962 1.925759 0.87 -0.38 1.48 0.0966
H 0.440878 -2.455671 1.139579 -0.53 0.35 -1.11 0.1221
H -1.909271 -1.693840 -0.266225 0.51 0.12 0.11 0.0474